10
Properties=species:S:1:pos:R:3:nbo_charge:R:1 method="wB97M-V/def2-TZVPD" e_tot_ev=-13105.7584 relative_energy_ev=3.3112 homo_ev=-10.67 lumo_ha=-0.0007 gap_ev=10.66 smiles="O=[SiH]O.C" total_charge=0 multiplicity=1
O 2.0775 -2.0253 1.0479 -1.16
Si 0.7216 -1.8329 0.4373 2.00
O -0.4561 -2.2512 1.4139 -1.09
H 0.2809 -1.1051 -0.6459 -0.27
H -1.3705 -2.3808 1.1176 0.51
C -0.2165 2.0210 -0.5972 -0.83
H -0.6505 1.8584 -1.7118 0.21
H -0.4871 3.0364 -0.1156 0.24
H 0.6870 1.8156 -0.5548 0.17
H -0.5863 0.8639 -0.3913 0.20

---

22
Properties=species:S:1:pos:R:3:mulliken_spin:R:1 method="wB97M-V/def2-TZVPD" e_tot_ev=-41258.6158 relative_energy_ev=2.7600 homo_ev="-17.20 / -17.11" lumo_ha="-0.3060 / -0.2870" gap_ev="8.88 / 9.30" total_charge=+2 multiplicity=7
Tb 0.1652 2.7627 -0.1253 6.04
O -1.7388 2.0206 0.4076 -0.05
O -1.8314 -0.1192 -0.1753 0.00
C 2.3002 0.6876 -1.1201 -0.01
C 1.3604 1.7330 -1.6772 -0.03
O -2.0714 0.4951 2.0246 0.00
C -1.9280 0.8831 0.8750 0.06
H 2.8196 0.0836 -1.8761 0.00
H 3.0521 1.1210 -0.4469 0.00
H 0.7991 1.3156 -2.5294 -0.01
H 2.0019 2.5308 -2.0882 -0.01
Li -0.3191 0.2032 2.8699 0.00
O 0.8918 1.0329 1.2493 -0.01
O 1.6240 -0.3756 -0.3433 0.01
C -1.9720 -1.4311 0.0887 0.00
C -0.7133 -2.2122 0.2511 0.00
O 0.3521 -1.0961 1.3125 0.00
C 1.0009 -0.1196 0.7570 0.00
H -2.8689 -1.8679 -0.3611 0.00
H -0.8769 -3.2890 0.3721 0.00
H -0.0833 -2.1839 -0.6434 0.00
H -1.9644 -2.1746 1.1786 0.00

---

105
Properties=species:S:1:pos:R:3:mulliken_spin:R:1 method="wB97M-V/def2-TZVPD" e_tot_ev=-103732.6463 relative_energy_ev=0.0000 homo_ev="-16.29 / -16.27" lumo_ha="-0.3008 / -0.4101" gap_ev="8.11 / 5.11" total_charge=+3 multiplicity=5
Os 0.3056 0.4788 0.9434 1.77
C 1.9745 -4.4722 1.2333 0.00
C 2.7925 -3.2306 1.3786 0.00
C 4.0415 -3.2074 1.9610 0.00
C 4.7448 -2.0047 2.1397 0.00
N 4.2409 -0.8632 1.6955 0.03
N 3.0568 -0.8855 1.1393 0.03
B 2.4765 0.3989 0.5060 -0.19
N 3.1838 1.6909 0.9411 0.05
N 4.4363 1.8020 0.4884 0.01
C 5.1419 2.8411 0.8517 0.00
C 4.5916 3.8193 1.7217 0.01
C 3.2952 3.7398 2.1425 -0.01
C 2.6386 4.7629 3.0130 0.01
C 2.5740 2.6101 1.6862 0.03
S 0.8886 2.4191 2.0636 0.20
C 6.5536 2.9734 0.3145 0.00
C 6.6626 4.3011 -0.4533 0.00
C 7.5283 2.9747 1.5023 0.00
C 6.8830 1.8148 -0.6261 0.00
N 2.6560 0.2197 -1.0546 0.06
N 3.7155 -0.4588 -1.4628 0.04
C 3.9044 -0.6007 -2.7595 0.00
C 3.0117 -0.0150 -3.6860 -0.01
C 1.8992 0.6678 -3.2664 0.04
C 0.8954 1.2828 -4.1882 0.01
C 1.7423 0.7325 -1.8694 0.02
S 0.4051 1.5281 -1.0647 0.32
C 5.1135 -1.3897 -3.2172 0.00
C 5.7942 -2.0758 -2.0328 0.00
C 6.0944 -0.4080 -3.8813 0.00
C 4.6662 -2.4477 -4.2397 0.00
C 2.3089 -1.9805 0.9895 0.02
S 0.7142 -1.7046 0.2948 0.44
C 6.1159 -1.9326 2.7846 0.00
C 6.3249 -3.0911 3.7653 0.00
C 7.1502 -2.0176 1.6487 0.00
C 6.2719 -0.6020 3.5272 0.00
H 2.6012 -5.3586 1.2982 0.00
H 1.4389 -4.4928 0.2843 0.00
H 1.2376 -4.5176 2.0393 0.00
H 4.4798 -4.1333 2.3082 0.00
H 5.2059 4.6542 2.0330 0.00
H 3.3385 5.5527 3.2744 0.00
H 2.2722 4.3055 3.9342 0.00
H 1.7847 5.2151 2.5047 0.00
H 6.4444 5.1642 0.1778 0.00
H 5.9872 4.3197 -1.3110 0.00
H 7.6804 4.4206 -0.8239 0.00
H 7.3790 3.8328 2.1595 0.00
H 8.5506 3.0277 1.1281 0.00
H 7.4335 2.0624 2.0949 0.00
H 6.2077 1.8032 -1.4840 0.00
H 6.8046 0.8512 -0.1188 0.00
H 7.9021 1.9316 -0.9946 0.00
H 3.2025 -0.1250 -4.7459 0.00
H 1.2102 1.1873 -5.2242 0.00
H 0.7617 2.3434 -3.9664 0.00
H -0.0761 0.7967 -4.0784 0.00
H 6.1253 -1.3520 -1.2872 0.00
H 6.6661 -2.6219 -2.3922 0.00
H 5.1246 -2.7907 -1.5470 0.00
H 6.4938 0.3043 -3.1569 0.00
H 5.6251 0.1483 -4.6955 0.00
H 6.9297 -0.9667 -4.3041 0.00
H 3.8652 -3.0779 -3.8471 0.00
H 5.5118 -3.0927 -4.4758 0.00
H 4.3333 -2.0044 -5.1794 0.00
H 6.3959 -4.0571 3.2627 0.00
H 5.5282 -3.1361 4.5119 0.00
H 7.2654 -2.9443 4.2946 0.00
H 7.0630 -2.9538 1.0925 0.00
H 8.1554 -1.9685 2.0685 0.00
H 7.0279 -1.1853 0.9523 0.00
H 5.5636 -0.5241 4.3544 0.00
H 6.1199 0.2466 2.8600 0.00
H 7.2799 -0.5418 3.9374 0.00
C -1.3044 0.7383 9.4083 0.00
C -0.7316 0.3447 8.0822 0.00
C -0.4810 -1.0004 7.7911 0.00
C 0.0722 -1.3807 6.5841 -0.01
C 0.3859 -0.3899 5.6571 0.01
C 0.1603 0.9600 5.9184 0.01
C -0.4084 1.3133 7.1256 0.00
S 1.1158 -0.8321 4.1550 -0.03
O 1.2129 -2.2527 4.0183 0.03
O 2.2224 0.0128 3.8283 0.01
N -0.0281 -0.3717 2.9357 0.46
C -1.3158 -0.6902 2.8716 0.01
C -2.1551 -1.3504 3.7920 0.18
C -3.4798 -1.5379 3.4366 -0.06
C -3.9386 -1.0771 2.2097 0.23
C -3.0407 -0.4297 1.3281 0.07
N -1.7866 -0.2498 1.6493 0.16
H -2.0747 0.0379 9.7283 0.00
H -1.7260 1.7407 9.3834 0.00
H -0.5197 0.7243 10.1678 0.00
H -0.7163 -1.7575 8.5284 0.00
H 0.2752 -2.4212 6.3645 0.00
H 0.4349 1.7155 5.1913 0.00
H -0.5955 2.3568 7.3437 0.00
H -1.7665 -1.6817 4.7452 0.03
H -4.1557 -2.0388 4.1167 0.00
H -4.9688 -1.2087 1.9080 0.01
H -3.3732 -0.0735 0.3607 0.01

---

30
Properties=species:S:1:pos:R:3:nbo_charge:R:1 method="wB97M-V/def2-TZVPD" e_tot_ev=-34555.3418 relative_energy_ev=0.8110 homo_ev=-3.23 lumo_ha=0.1206 gap_ev=6.51 total_charge=-1 multiplicity=1
C -5.1774 0.6247 0.6212 0.78
C 0.5310 -1.9250 1.2117 -0.61
C 1.5039 0.2754 1.1004 -0.60
C -0.8941 -0.0558 1.8211 -0.61
C -0.5316 1.5266 -1.3619 -1.10
C 1.4968 -1.0510 -1.8442 -1.11
C -4.2260 -0.4232 0.8689 -0.23
C 0.2436 -0.4724 0.8715 -0.47
N -1.6184 -1.2719 -1.2011 -1.31
O -6.1753 0.9739 0.0723 -0.57
O -4.2961 0.9426 1.5319 -0.46
Si -0.1487 -0.4283 -1.0090 1.81
Cl -2.2998 -1.5835 -2.7659 -0.04
H 0.8942 -1.9138 2.2700 0.17
H -0.3820 -2.4204 1.3267 0.21
H 1.1167 -2.6631 0.6497 0.21
H 2.3923 -0.2292 0.5192 0.20
H 1.6918 0.3194 2.1130 0.18
H 1.3617 1.2551 0.8048 0.20
H -1.1465 0.9906 1.6776 0.21
H -1.7332 -0.7608 1.4559 0.23
H -0.5934 -0.2066 2.8325 0.18
H -0.0929 2.1720 -0.6324 0.20
H -0.1238 1.9394 -2.3793 0.20
H -1.5746 1.7282 -1.3855 0.22
H 1.6702 -2.1410 -1.5556 0.22
H 1.6432 -0.9129 -2.8546 0.22
H 2.3713 -0.4842 -1.4235 0.21
H -4.4322 -1.2783 1.4736 0.18
H -3.3556 -0.6699 0.2346 0.28